Entry 1:
The following is a DFT calculation (ωB97M-V with the def2-TZVPD basis set) of a 2-piece molecular cluster, C3H7NO3 overall.

As for the structure (SMILES): O=CCNC=O.O. The HOMO-LUMO gap is 10.5 eV. The HOMO energy comes out at -9.83 eV. Its largest force on an atom is 1.9 eV/Å. The total energy comes out at -10856.32535 eV.

```
! RIJCOSX wB97M-V def2-TZVPD def2/J DEFGRID3
* xyz 0 1
O -1.16843 1.07718 0.68276
C -1.20646 -0.10950 0.89001
C -0.22485 -1.09282 0.35954
N 0.80699 -0.34997 -0.29812
C 1.96386 -0.00974 0.35356
O 2.15265 -0.26348 1.51554
H -2.10708 -0.45021 1.43343
H -0.00673 -1.83446 1.15988
H -0.72175 -1.88003 -0.22388
H 0.89405 -0.51984 -1.28350
H 2.72991 0.52821 -0.22970
O -1.68172 0.63199 -2.54824
H -1.92968 1.50323 -2.21785
H -2.27881 0.57348 -3.30540
*
```

---

Entry 2:
The following is a DFT calculation (ωB97M-V with the def2-TZVPD basis set) of an isolated ion of composition C3H7NO3P and charge -1.

As for the structure (SMILES): CC(C)[P@](=O)([O-])N=O. The HOMO-LUMO gap (spin up / spin down) is 8.3 / 8.3 eV. The HOMO energy (spin up / spin down) comes out at -4.56 / -4.59 eV. Its largest force on an atom is 4.1 eV/Å. The total energy comes out at -20146.09929 eV.

```
! RIJCOSX wB97M-V def2-TZVPD def2/J DEFGRID3
* xyz -1 1
C -0.91653 0.49659 -1.22940
C 0.28642 0.42934 -0.26449
C 1.41858 -0.42711 -0.85537
P -0.13127 -0.52151 1.36111
O 1.13775 -0.95159 2.02324
O -1.20361 -1.51798 1.11461
N -0.78645 0.93021 2.18693
O -1.67118 0.61005 3.00890
H -1.68520 -0.13961 -0.96883
H -1.38984 1.61958 -1.27616
H -0.61514 0.18697 -2.34073
H 0.59072 1.52691 -0.10785
H 1.17957 -1.54608 -0.63872
H 2.13825 -0.35416 -0.05382
H 1.64794 -0.34160 -1.95942
*
```

---

Entry 3:
The following is a DFT calculation (ωB97M-V with the def2-TZVPD basis set) of a 2-piece molecular cluster, C3H7NO3S overall.

The HOMO-LUMO gap is 5.7 eV. The HOMO energy comes out at 0.47 eV. Its largest force on an atom is 7.6 eV/Å. The total energy comes out at -21691.44584 eV.

```
! RIJCOSX wB97M-V def2-TZVPD def2/J DEFGRID3
* xyz -2 1
O -1.87158 -0.72409 0.68231
C -1.25713 -0.46689 -0.40398
O -1.54375 -0.88824 -1.54122
C 0.17447 0.21551 -0.11824
C 0.19264 1.72621 0.05936
S 0.85218 2.88827 -1.26287
N 1.13124 -0.23619 -1.10511
H 0.53652 -0.27892 0.82395
H -0.79426 2.18136 0.31006
H 0.97449 1.94372 0.82109
H 1.39496 0.67175 -1.67342
H 0.78975 -0.97077 -1.62762
H 0.49197 -2.06519 1.33663
H -0.91684 -1.66900 1.84198
O -0.15464 -2.32753 1.85707
*
```

---

Entry 4:
The following is a DFT calculation (ωB97M-V with the def2-TZVPD basis set) of a 2-piece molecular cluster, C3H7NO3S overall.

The HOMO-LUMO gap is 5.9 eV. The HOMO energy comes out at 0.09 eV. Its largest force on an atom is 1.4 eV/Å. The total energy comes out at -21693.18457 eV.

```
! RIJCOSX wB97M-V def2-TZVPD def2/J DEFGRID3
* xyz -2 1
C 0.78785 -0.08655 0.75797
C 1.84272 0.99266 0.98606
S 3.16300 0.50885 2.12645
N -0.20126 0.35787 -0.23408
C -1.39822 -0.37337 -0.45628
O -1.51939 -1.50326 0.05137
O -2.24016 0.24775 -1.19732
H 1.29300 -0.98028 0.40502
H 0.21914 -0.26082 1.67463
H 1.37158 1.88654 1.41370
H 2.22888 1.32414 0.01189
H -0.38802 1.32849 -0.40558
H -2.05110 -0.55961 -3.82066
H -2.88858 -0.41505 -2.58452
O -2.98370 -0.57384 -3.58487
*
```

---

Entry 5:
The following is a DFT calculation (ωB97M-V with the def2-TZVPD basis set) of a 2-piece molecular cluster, C3H7NO4 overall.

As for the structure (SMILES): NC(=O)CC(=O)O.O. The HOMO-LUMO gap is 10.3 eV. The HOMO energy comes out at -9.89 eV. Its largest force on an atom is 3.3 eV/Å. The total energy comes out at -12904.23764 eV.

```
! RIJCOSX wB97M-V def2-TZVPD def2/J DEFGRID3
* xyz 0 1
N 0.81922 -1.00959 -2.23888
C 0.42287 0.04434 -1.53473
O 1.16119 1.04049 -1.66832
C -0.91236 -0.00553 -0.76773
C -0.76718 0.68876 0.59828
O 0.16118 0.49156 1.30035
O -1.95104 1.28101 0.97751
H 0.34364 -1.91371 -2.29289
H 1.73199 -0.88440 -2.68351
H -1.75014 0.42170 -1.35172
H -1.15894 -1.06234 -0.54914
H -1.85386 1.55414 1.93039
O 1.13289 -0.16595 3.14026
H 1.68377 -0.89305 2.77131
H 0.93678 0.41258 2.36882
*
```

---

Entry 6:
The following is a DFT calculation (ωB97M-V with the def2-TZVPD basis set) of a 2-piece molecular cluster, C3H7NO4 overall.

As for the structure (SMILES): CC(=O)NC(=O)O.O. The HOMO-LUMO gap is 10.9 eV. The HOMO energy comes out at -10.58 eV. Its largest force on an atom is 2.4 eV/Å. The total energy comes out at -12905.37296 eV.

```
! RIJCOSX wB97M-V def2-TZVPD def2/J DEFGRID3
* xyz 0 1
C 1.07044 0.87136 1.29635
C 1.46038 -0.33995 0.49899
O 2.56093 -0.47150 0.00965
N 0.45088 -1.13908 -0.07835
C -0.84476 -1.24641 0.36153
O -1.39289 -0.82358 1.33975
O -1.53950 -1.89986 -0.62711
H 1.30262 0.71076 2.34555
H 1.61033 1.67586 0.82245
H 0.00281 1.03986 1.34393
H 0.58660 -1.61484 -0.95547
H -2.46717 -1.75635 -0.46411
O -1.16338 1.83365 -1.65630
H -0.23472 1.93364 -1.87053
H -1.40257 1.22644 -2.36633
*
```

---

Entry 7:
The following is a DFT calculation (ωB97M-V with the def2-TZVPD basis set) of an isolated molecule of C3H7NO4.

The HOMO-LUMO gap is 8.5 eV. The HOMO energy comes out at -8.85 eV. Its largest force on an atom is 0.9 eV/Å. The total energy comes out at -12902.33676 eV.

```
! RIJCOSX wB97M-V def2-TZVPD def2/J DEFGRID3
* xyz 0 1
C -0.74608 -0.15712 0.61094
N -1.24683 1.08010 0.16699
O -0.97492 -1.25095 -0.58479
O -0.95148 -0.53884 1.75079
H -1.92060 -1.44592 -0.62483
H -1.99341 1.42606 0.75259
H -1.35146 1.20312 -0.82820
C 1.32833 0.31265 -0.92103
C 1.11953 -0.23340 0.35344
O 0.76158 -0.17630 -1.97584
O 1.74310 0.42509 1.39858
H 0.00673 -0.83874 -1.62067
H 1.19542 0.27306 2.18406
H 1.87376 1.24385 -1.05590
H 1.15633 -1.32269 0.39386
*
```

---

Entry 8:
The following is a DFT calculation (ωB97M-V with the def2-TZVPD basis set) of a 2-piece molecular cluster, C3H7NO4 overall.

The HOMO-LUMO gap (spin up / spin down) is 9.8 / 5.6 eV. The HOMO energy (spin up / spin down) comes out at -15.24 / -15.21 eV. Its largest force on an atom is 1.7 eV/Å. The total energy comes out at -12895.43325 eV.

```
! RIJCOSX wB97M-V def2-TZVPD def2/J DEFGRID3
* xyz 1 2
O -1.00648 -2.12727 -1.45369
C -0.62903 -1.23047 -0.68023
N 0.21725 -0.34073 -1.27910
C 0.11083 1.06428 -1.01738
O 0.80488 1.64549 -1.98467
O -0.45187 1.58546 -0.10891
C -1.03220 -1.19152 0.73471
H 0.50514 -0.61825 -2.20733
H 1.18160 2.51617 -1.73078
H -0.33269 -0.60416 1.34450
H -2.08517 -0.91430 0.83420
H -1.03081 -2.22986 1.10179
H 0.76208 1.41418 2.07285
H 1.81334 0.36981 1.85684
O 1.17316 0.66117 2.51720
*
```

---

Entry 9:
The following is a DFT calculation (ωB97M-V with the def2-TZVPD basis set) of C3H7NORb as an isolated structure.

The HOMO-LUMO gap is 9.1 eV. The HOMO energy comes out at -12.73 eV. Its largest force on an atom is 1.3 eV/Å. The total energy comes out at -7412.48284 eV.

```
! RIJCOSX wB97M-V def2-TZVPD def2/J DEFGRID3
* xyz 1 1
Rb -4.56643 -0.88296 -1.01873
C -0.83960 0.39246 -0.75985
O -1.99428 0.22619 -0.33597
N 0.26015 0.24573 0.00732
C 1.61664 0.15503 -0.58045
C 0.04173 -0.15998 1.37659
H -0.63853 0.67357 -1.80520
H 1.93354 0.98474 -1.21231
H 1.73365 -0.79365 -1.10426
H 2.37612 -0.02679 0.17998
H 0.77748 0.32539 2.01782
H -0.94221 0.08843 1.77441
H 0.24174 -1.22816 1.46065
*
```

---

We obtain relative energy (zero: lowest compared OMol25 entry of this formula, charge and spin) values of 47.1; 77.1; 43.4; 3.3; 40.3; 14.2; 84.2; 0.0; 14.2 kcal per mole for the records listed above, in that order.